Here is a structure of composition C6H22N8O6Zn in a non-equilibrium geometry from OMol25. Energies are from ωB97M-V with the def2-TZVPD basis set.

Structure (XYZ):
```
43
Properties=species:S:1:pos:R:3:forces:R:3
Zn -0.35204 -0.44008 0.34725 -0.247 1.559 -0.365
C -3.51029 -0.24617 1.10644 0.583 -0.576 -0.450
O -2.28132 -0.33930 0.92490 -0.102 -0.020 0.174
N -4.04435 0.79949 1.75478 0.033 -0.028 0.014
N -4.34578 -1.19754 0.64796 -0.712 0.381 0.309
H -3.39768 1.47539 2.12125 -0.100 0.020 0.107
H -4.98922 0.77608 2.09651 0.010 0.155 0.009
H -4.03887 -1.99313 0.12217 0.288 0.089 0.028
H -5.33728 -1.05817 0.74901 -0.010 -0.191 -0.109
C 2.66666 -0.12511 -0.97518 0.654 0.261 0.202
O 1.61349 -0.34018 -0.36452 -0.051 -0.407 0.052
N 2.83061 -0.46583 -2.26925 -0.478 0.178 0.097
N 3.74636 0.42854 -0.35316 -0.534 -0.260 -0.340
H 2.00484 -0.77163 -2.75373 0.116 0.099 -0.197
H 3.68086 -0.29184 -2.77510 0.027 -0.124 0.010
H 4.37507 1.01885 -0.86680 0.315 -0.180 0.176
H 3.78259 0.35750 0.64771 -0.006 0.401 0.040
C 1.08346 1.70326 2.21331 -0.058 0.281 -0.257
O 0.28295 0.82892 1.86638 -0.298 -0.268 0.149
N 1.08474 2.93621 1.64597 0.387 -0.420 0.355
N 2.02453 1.48293 3.15741 0.152 0.253 -0.046
H 1.68176 3.65045 2.02482 -0.181 0.212 -0.187
H 0.34920 3.16997 1.01039 -0.069 0.019 -0.021
H 1.93035 0.69478 3.77376 -0.044 -0.076 -0.096
H 2.56879 2.26372 3.48581 0.020 -0.140 0.184
C -0.43573 1.62819 -2.08265 -0.535 0.043 -0.199
O -0.87352 1.05020 -1.07552 0.141 0.126 0.136
N -0.36669 1.00284 -3.27936 0.478 -0.047 -0.064
N -0.08813 2.93476 -2.06270 0.196 -0.494 0.074
H -0.76580 0.08847 -3.37431 -0.019 -0.003 0.077
H -0.04989 1.47163 -4.11041 -0.152 0.007 -0.029
H -0.35207 3.45987 -1.25228 0.094 0.183 -0.030
H 0.28766 3.39626 -2.87173 -0.159 0.185 0.048
C -0.03684 -3.25571 0.79006 0.171 -1.041 0.177
C 0.19039 -3.07999 -0.68272 0.101 0.562 -0.832
O -0.63615 -1.97656 -1.17683 0.376 -0.992 0.314
O 0.06588 -2.02066 1.52533 0.287 -0.975 -0.438
H 0.71457 -3.97127 1.13857 0.018 0.154 0.120
H -1.00913 -3.71744 0.97315 -0.114 0.219 -0.062
H -0.04263 -3.99836 -1.22243 -0.317 -0.081 0.282
H 1.22062 -2.86289 -0.97055 0.072 0.194 0.480
H -0.99577 -2.25414 -2.02322 -0.261 0.299 0.012
H -0.23618 -2.21230 2.41953 -0.070 0.447 0.095
```
Positions in Å, forces in eV/Å.

Computed properties:
net charge	+2
HOMO-LUMO gap	10.940	eV
E_LUMO	-0.18069	hartree
E_HOMO	-15.86	eV

***

Here is a cluster of 6 separate species, C6H22NO6 in total in a non-equilibrium geometry from OMol25. Energies are from ωB97M-V with the def2-TZVPD basis set.

Structure (XYZ):
```
35
Properties=species:S:1:pos:R:3:forces:R:3
O -1.90290 1.61751 -0.12838 0.560 1.046 -0.251
C -1.27111 1.45694 -1.14662 -3.362 -2.045 -1.570
C 0.04290 0.78566 -1.07709 2.592 -0.762 1.399
C -0.08304 -0.57508 -0.38334 -1.489 -2.551 3.426
C -0.67065 -1.79027 -1.17663 -1.748 1.327 0.329
C 0.31295 -3.47115 -2.73394 0.045 3.345 2.238
C 0.39679 -2.32950 -1.99876 0.662 -2.823 -2.175
N 0.79013 1.71509 -0.00674 -3.971 -0.248 -1.130
H -1.85710 1.39359 -2.14222 1.032 0.716 1.012
H 0.65448 0.55736 -2.02600 -0.855 1.284 1.326
H -0.80530 -0.60847 0.57923 1.744 1.152 -1.992
H 0.92291 -0.95374 0.06243 -1.703 1.054 -1.208
H -0.90989 -2.63769 -0.50908 -0.111 0.908 0.334
H -1.70313 -1.53480 -1.66140 1.958 -0.397 0.400
H 1.17015 -3.83914 -3.12631 2.631 -1.018 -1.289
H -0.48606 -4.12227 -2.81370 -2.038 -0.653 -0.228
H 1.40369 -1.96714 -1.76573 -0.232 0.177 -0.568
H 1.53025 1.22624 0.43130 1.470 -0.343 0.524
H 0.02077 1.94254 0.77106 2.021 -0.449 -2.072
H 0.98523 2.55076 -0.57223 0.576 0.367 0.972
H 1.59165 -1.19864 2.10963 1.191 0.798 -2.920
H 3.01769 -1.24003 1.93562 1.438 -0.019 -0.290
O 2.31468 -0.93521 1.36761 -2.515 -0.711 3.392
H 0.99938 5.20595 -0.67646 0.197 0.914 -0.280
H -0.03162 4.80789 -1.80330 -1.018 1.441 -2.268
O 0.40947 4.56272 -1.04163 0.885 -2.587 2.533
H -3.19931 -2.67174 1.92740 0.064 1.558 -0.851
H -2.96624 -1.15930 1.14760 -0.018 -2.341 0.965
O -2.66021 -2.10944 1.31524 -0.510 0.703 -0.100
H -1.09034 -2.36899 1.94553 0.942 0.742 0.246
H -0.05801 -3.21101 2.66170 0.339 0.969 -0.154
O -0.16839 -2.29066 2.32953 -0.809 -1.567 0.124
H 2.18798 3.47771 2.43178 1.058 2.146 1.044
H 1.89720 2.08182 3.01504 0.524 -2.072 3.774
O 1.86080 2.63058 2.31059 -1.551 -0.061 -4.694
```
Positions in Å, forces in eV/Å.

Computed properties:
net charge	+1
HOMO-LUMO gap	8.517	eV
E_LUMO	-0.12190	hartree
E_HOMO	-11.83	eV

***

Here is a cluster of 4 separate species, C6H23ClN3O4 in total in a non-equilibrium geometry from OMol25. Energies are from ωB97M-V with the def2-TZVPD basis set.

Structure (XYZ):
```
37
Properties=species:S:1:pos:R:3:forces:R:3
N -2.41175 -21.14486 23.14029 0.206 -0.908 0.106
H -2.28926 -22.14017 23.26044 0.154 -0.600 0.347
H -3.41363 -21.02533 23.09519 -1.046 0.549 -0.421
H -1.93655 -20.93926 22.27310 -0.097 0.661 -0.446
H -2.02491 -20.65438 23.93393 0.203 0.323 0.182
N -9.71164 -21.61678 24.46557 -0.288 0.145 -0.091
H -10.48821 -22.19768 24.18344 -0.268 -0.637 0.110
H -9.35341 -21.84151 25.38278 0.018 -0.309 0.434
H -10.07188 -20.67327 24.47669 0.188 0.696 -0.126
H -8.97036 -21.72046 23.78745 0.727 0.270 -0.689
Cl -5.90848 -20.58481 22.20551 -1.398 1.449 -2.537
O -7.32059 -20.44671 21.83014 0.637 -1.487 0.470
O -5.16180 -21.53949 21.40935 -0.350 -0.043 -0.082
O -5.36520 -19.28173 22.01776 1.178 0.517 0.324
O -5.79524 -20.99884 23.55672 0.132 -0.647 2.355
C -5.72455 -27.83829 21.06286 0.337 0.921 -0.598
C -5.11999 -26.76140 20.08717 0.425 1.205 0.927
N -5.57422 -25.30401 20.19641 -0.618 -1.471 -0.353
C -4.86182 -24.40887 19.24204 0.667 0.674 0.477
C -3.39355 -23.90798 19.60859 -0.920 -1.808 0.393
C -7.01999 -25.25344 19.86041 0.115 1.159 1.136
C -7.68776 -24.13593 20.69472 -0.651 -0.531 0.425
H -6.73416 -28.16072 20.80823 0.012 0.136 0.090
H -5.66459 -27.50932 22.10030 -0.321 0.361 -0.044
H -5.08365 -28.71997 21.06408 0.026 -0.041 -0.441
H -4.07401 -26.69746 20.38707 0.230 -0.214 -0.418
H -5.19188 -27.02657 19.03236 0.016 -0.516 -0.090
H -4.86649 -24.86905 18.25396 0.420 -0.286 -0.289
H -5.46067 -23.51252 19.08066 -0.231 0.012 0.445
H -2.97367 -23.20205 18.89201 -0.262 -0.120 -0.042
H -3.27623 -23.53536 20.62618 -0.675 0.502 0.020
H -2.76697 -24.79771 19.67085 0.325 -0.057 -0.517
H -7.55709 -26.17529 20.08360 0.442 -0.186 0.285
H -7.24834 -25.10131 18.80551 0.453 0.228 -0.383
H -7.09754 -23.29102 21.04951 0.366 0.165 -1.101
H -7.99007 -24.52113 21.66854 -0.187 -0.604 0.103
H -8.61278 -23.84859 20.19483 0.032 0.491 0.039
```
Positions in Å, forces in eV/Å.

Computed properties:
net charge	+1
HOMO-LUMO gap	6.786	eV
E_LUMO	-0.13190	hartree
E_HOMO	-10.37	eV

***

Here is a cluster of 5 separate species, C6H23NO5 in total in a non-equilibrium geometry from OMol25. Energies are from ωB97M-V with the def2-TZVPD basis set.

Structure (XYZ):
```
35
Properties=species:S:1:pos:R:3:forces:R:3
C -0.10488 -0.55443 -1.08458 2.187 1.029 2.609
N 0.46743 -0.80977 0.32975 -1.650 -1.800 0.096
C -0.42862 -0.32141 1.39782 0.082 1.590 -0.493
C -0.03452 1.09035 1.82090 -1.097 1.227 1.778
C -1.27769 1.91892 2.27814 0.133 -1.422 1.307
O 0.73623 0.89857 3.02619 0.905 -0.033 -0.163
C 0.85372 0.44276 -1.74913 -1.001 -1.102 -1.147
C 1.87536 -0.37071 -2.56111 0.981 0.829 2.092
H 0.02488 -1.52772 -1.55874 -0.946 0.481 -0.331
H -1.07561 -0.03658 -1.05418 -0.130 -1.122 0.168
H 0.34373 -1.82221 0.52866 0.482 0.389 -1.048
H -1.42642 -0.18386 0.94017 -0.001 -0.777 0.714
H -0.40091 -0.92925 2.36322 -0.217 0.490 -1.570
H 0.50680 1.71569 1.06923 -0.028 -0.925 0.327
H -2.08041 1.90336 1.58755 -0.629 0.161 -1.096
H -1.73285 1.47615 3.21515 0.751 0.253 -0.857
H -1.02339 2.93473 2.51850 0.242 0.623 0.051
H 1.06536 1.72526 3.39845 -0.164 0.032 -0.333
H 1.33062 1.16050 -1.10123 0.129 0.036 0.626
H 0.14405 0.99279 -2.38339 0.745 0.245 -0.579
H 1.48439 -0.50314 -3.54278 0.086 -1.009 -0.612
H 2.80012 0.15995 -2.57590 0.740 1.077 -0.848
H 2.30328 -1.21315 -1.95030 -1.391 -0.102 -0.945
H 2.90213 -0.24070 1.83883 -0.533 -0.134 -0.041
H 2.56936 -0.57765 0.35457 -0.679 -0.014 0.506
O 3.22553 -0.18379 0.94001 1.253 0.361 -0.274
H -3.08585 -1.19032 -1.47298 0.384 -0.587 -0.452
H -2.72277 -2.56939 -0.66718 0.236 0.801 -0.650
O -3.13921 -1.68026 -0.65533 -0.694 -0.127 1.184
H -0.64280 3.53789 -0.16088 -0.753 0.211 -0.436
H -0.32795 2.38916 -0.96636 -0.301 -0.338 -0.648
O -1.00378 3.08228 -0.94745 0.999 0.193 1.044
H -0.31184 -4.08083 -0.48248 -0.243 0.200 -1.124
H -0.88816 -3.23367 -1.82705 0.621 -0.889 -0.198
O -0.92532 -3.39952 -0.86610 -0.501 0.152 1.342
```
Positions in Å, forces in eV/Å.

Computed properties:
net charge	-1
HOMO-LUMO gap (alpha / beta)	2.385 / 8.892	eV
E_LUMO (alpha / beta)	0.09899 / 0.09850	hartree
spin multiplicity	2
E_HOMO (alpha / beta)	0.31 / -6.21	eV

***

Here is a cluster of 5 separate species, C6H23NO5 in total in a non-equilibrium geometry from OMol25. Energies are from ωB97M-V with the def2-TZVPD basis set.

Structure (XYZ):
```
35
Properties=species:S:1:pos:R:3:forces:R:3
C 1.95427 -2.04475 0.67842 1.137 -1.747 -1.589
C 1.73196 -0.75845 -0.10797 -2.315 0.017 0.465
N 0.36261 -0.16717 0.33788 1.565 -0.439 -3.256
C -0.79398 -0.70267 -0.39112 -0.905 -3.065 1.279
C -1.87495 0.37900 -0.41484 2.879 -0.126 -1.728
C -2.96401 0.47049 0.53402 -2.499 1.644 2.597
C -3.91797 -0.75576 0.69027 3.113 0.605 -2.626
O -3.85395 1.58068 0.11386 0.233 -0.552 0.658
H 1.68347 -3.03664 0.06470 0.855 2.207 1.187
H 3.04107 -2.00833 0.94807 -0.962 -0.834 0.130
H 1.30830 -2.09437 1.53422 0.073 0.039 0.763
H 1.63774 -1.07197 -1.20541 0.296 1.297 1.621
H 2.49856 0.05049 0.13195 -1.346 -1.875 -0.305
H 0.23020 -0.42883 1.25755 -0.040 -0.446 2.457
H -0.50665 -1.15006 -1.35586 0.060 1.201 -0.142
H -1.20646 -1.74501 0.04149 0.697 2.130 -0.110
H -2.25251 0.35730 -1.41533 -0.821 0.026 -0.765
H -1.18310 1.23296 -0.39077 -0.873 0.460 0.120
H -2.68952 0.90718 1.60306 0.026 -1.448 -1.970
H -4.59033 -0.39398 1.34099 -2.917 0.792 2.163
H -3.41161 -1.59262 1.10588 0.452 -0.835 0.353
H -4.34598 -1.01329 -0.28773 0.002 0.086 0.334
H -3.69296 1.85859 -0.78580 0.285 -0.179 -0.348
O 0.66207 2.15966 3.46210 -2.188 -2.551 1.631
H 0.87967 2.27412 2.53626 -0.090 -0.426 -0.546
H 0.01601 1.33434 3.61917 2.358 2.984 -1.095
O 3.34187 0.48910 -1.59476 -1.939 2.135 1.053
H 4.15698 0.31524 -1.99447 2.263 0.499 -0.546
H 3.28586 1.31755 -1.00138 0.742 -1.754 -1.620
O 1.70942 2.26433 0.59894 1.064 4.431 -0.675
H 1.17219 1.51908 0.50190 -2.152 -2.451 -0.589
H 1.23524 3.02580 0.12519 0.999 -1.795 1.079
O 1.79612 -1.10697 -3.62284 -2.568 4.284 -1.173
H 2.01673 -0.12380 -3.42728 -1.467 -1.695 -0.762
H 2.56360 -1.34125 -3.23037 3.983 -2.617 1.954
```
Positions in Å, forces in eV/Å.

Computed properties:
net charge	0
HOMO-LUMO gap	9.702	eV
SMILES	CCNCC[C@H](C)O.O.O.O.O
E_LUMO	0.00915	hartree
E_HOMO	-9.45	eV

***

| no. | energy (a.u.) |
| --- | --- |
| 1 | -2910.381296 |
| 2 | -747.658022 |
| 3 | -1167.242408 |
| 4 | -673.259703 |
| 5 | -673.227825 |